No. 1
DFT (ωB97M-V with the def2-TZVPD basis set) results for a structure of composition C30H42Br2N9OSSe3Si2Te2Zr at a distorted geometry.

```
93
C30H42Br2N9OSSe3Si2Te2Zr ωB97M-V with the def2-TZVPD basis set
Te 0.123 1.727 4.041
Te 1.620 2.137 -1.492
Zr -0.409 0.858 0.497
Br 1.616 -4.903 -4.502
Br -2.658 -1.817 -2.524
Se -0.411 3.569 0.844
Se -1.698 2.506 2.427
Se 1.511 0.580 2.263
S 1.098 -3.418 0.996
Si 4.066 4.280 -0.671
Si 1.293 1.613 -4.825
O -0.376 -0.454 -0.975
N 2.708 -2.643 3.064
N -5.710 -1.966 2.544
N -3.430 -1.882 2.685
N -2.371 1.472 -0.738
N -1.158 -1.779 2.774
N 3.274 -4.528 2.188
N 2.213 -1.020 -0.929
N -4.603 -0.658 1.025
N -2.253 -0.469 1.186
C -2.303 -1.385 2.191
C 1.431 -1.754 -1.754
C 2.208 0.921 -6.308
C 1.924 -2.788 -2.573
C 5.289 3.069 -1.425
C 0.033 -1.451 -1.741
C 3.844 -3.063 3.729
C -2.360 2.342 -1.751
C 2.362 -3.531 2.100
C 4.314 -0.510 0.117
C -0.311 0.685 -4.559
C -3.502 0.821 -0.459
C -3.452 -0.171 0.643
C 4.089 -2.295 -1.666
C 1.004 -3.514 -3.375
C -4.661 1.933 -2.215
C 3.797 3.891 1.145
C 2.436 1.419 -3.333
C 4.195 -4.243 3.184
C 3.496 -1.288 -0.866
C -0.812 -2.199 -2.517
C -3.479 2.589 -2.523
C 3.313 -3.034 -2.511
C 2.373 4.132 -1.516
C 4.666 6.038 -0.913
C -4.550 -1.497 2.086
C -4.678 1.038 -1.161
C 3.288 -5.689 1.320
C -0.329 -3.234 -3.342
C 0.952 3.446 -5.048
H 3.752 -5.445 0.364
H 3.123 4.617 1.606
H -6.566 -1.695 2.096
H 5.585 3.367 -2.433
H 3.745 -3.809 -3.130
H 3.842 -6.486 1.809
H -1.026 -3.794 -3.948
H 2.253 -1.743 3.139
H -0.328 -1.991 2.210
H 2.761 0.394 -3.153
H 3.171 1.416 -6.453
H -1.070 1.036 -5.262
H 1.652 4.742 -0.966
H 4.147 -0.911 1.121
H 5.154 -2.469 -1.600
H 0.237 3.607 -5.857
H -0.180 -0.386 -4.724
H 5.379 -0.574 -0.100
H 4.006 0.536 0.125
H -0.711 0.820 -3.551
H 5.000 -4.915 3.419
H 5.623 6.197 -0.412
H 1.862 3.995 -5.300
H -1.322 -2.487 3.476
H 6.196 3.041 -0.816
H 2.263 -6.004 1.139
H 3.336 2.022 -3.473
H 2.348 4.474 -2.552
H -5.558 2.116 -2.791
H 4.287 -2.499 4.529
H -5.569 0.498 -0.880
H 0.529 3.893 -4.144
H 3.958 6.761 -0.505
H 3.357 2.901 1.287
H 4.807 6.268 -1.971
H -3.419 3.291 -3.342
H 2.395 -0.148 -6.188
H -1.420 2.845 -1.935
H 1.628 1.053 -7.224
H 4.743 3.923 1.690
H 4.899 2.050 -1.470
H -5.716 -2.600 3.322
```

As for the multiplicity: 1. The largest force on an atom is 1.03 eV/Å. The value obtained for the gap between HOMO and LUMO is 0.249 hartree. As for the energy above the lowest of the compared OMol25 structures with the same formula, charge and spin: 0.4874 eV. Its charge is +1.

No. 2
DFT (ωB97M-V with the def2-TZVPD basis set) results for a cluster of 9 separate species, C30H42Cl6F18O12 in total at a distorted geometry.

```
108
C30H42Cl6F18O12 ωB97M-V with the def2-TZVPD basis set
Cl 1.704 -1.182 -5.348
Cl 5.019 1.358 -3.813
Cl -2.361 4.204 6.096
Cl 0.465 1.262 -3.143
Cl 6.079 2.127 -0.706
Cl -5.290 2.221 8.572
F -0.098 -2.955 1.089
F -7.289 -4.921 0.306
F -8.882 -3.852 1.331
F 6.103 -2.807 0.510
F 1.629 5.072 1.107
F -0.488 4.974 1.490
F 0.376 3.286 3.201
F 1.327 -4.510 1.681
F 1.092 2.055 4.846
F -3.055 2.852 0.512
F 7.777 -1.467 0.636
F -3.571 1.241 -0.892
F -0.540 -5.033 0.726
F 0.403 3.552 0.123
F -1.017 2.180 4.418
F 5.793 -0.662 0.429
F -2.720 0.772 1.069
F -7.690 -5.335 2.388
O 0.926 -3.102 -1.345
O 7.928 -1.703 -1.880
O 0.838 1.228 1.804
O -0.149 -0.162 3.249
O 0.149 5.220 -1.748
O -5.715 0.691 0.432
O 1.810 -5.089 -0.843
O 0.228 7.007 -0.420
O -5.161 2.032 2.113
O 5.724 -1.520 -2.155
O -6.881 -2.597 2.878
O -5.612 -3.194 1.132
C 0.243 5.839 -0.586
C -7.067 0.570 0.938
C -4.928 1.548 1.058
C 0.726 0.400 0.620
C 2.041 -0.348 0.420
C 0.443 4.819 0.556
C 0.449 -4.116 0.766
C -3.528 1.629 0.380
C 1.112 -4.017 -0.619
C -6.676 -3.264 1.915
C -4.452 -2.510 1.616
C 3.258 -6.478 -2.115
C -4.053 2.481 7.279
C 9.563 -1.852 -3.637
C 2.310 -5.300 -2.171
C -0.110 -0.400 -3.432
C -0.305 6.001 -2.877
C -7.873 -0.109 -0.123
C 6.595 -1.642 0.079
C 8.105 -1.807 -3.295
C 0.253 0.908 2.925
C 0.199 2.139 3.853
C -3.590 -2.163 0.442
C 6.690 -1.625 -1.462
C 0.857 6.775 -3.470
C 4.004 1.368 -2.322
C 4.443 2.434 -1.354
C -7.661 -4.357 1.459
C -3.490 3.871 7.403
C 0.921 -1.440 -3.753
H 1.686 6.073 -3.557
H -3.938 -3.205 2.286
H -0.812 -0.315 -4.259
H 7.617 -2.722 -3.640
H -4.050 -1.469 -0.257
H 4.171 0.381 -1.900
H 9.722 -1.973 -4.704
H 0.604 1.109 -0.191
H -7.037 0.007 1.869
H -0.093 -0.310 0.726
H -7.515 -1.138 -0.256
H 1.093 7.693 -2.939
H -0.668 -0.762 -2.568
H 2.917 0.276 0.543
H 1.452 -5.475 -2.835
H -7.775 0.319 -1.118
H -3.282 -3.084 -0.064
H -4.637 -1.637 2.243
H -2.965 3.968 8.350
H 2.089 -1.232 1.054
H 4.143 -6.255 -1.520
H 3.654 -6.700 -3.108
H -3.337 1.683 7.431
H 10.002 -0.880 -3.369
H 2.732 -4.413 -2.649
H -1.175 6.585 -2.600
H 3.765 2.501 -0.499
H 7.612 -1.003 -3.843
H -4.346 4.543 7.443
H 0.651 7.078 -4.501
H -2.622 -1.744 0.725
H -8.914 -0.192 0.183
H -4.613 2.334 6.362
H -0.532 5.208 -3.586
H 1.954 -0.721 -0.607
H 2.988 1.522 -2.679
H 1.771 -1.419 -3.080
H 4.458 3.452 -1.742
H 0.451 -2.415 -3.780
H 2.673 -7.327 -1.767
H -7.409 1.589 1.113
H 10.186 -2.527 -3.050
```

As for the multiplicity: 1. As for the SMILES: CCOC(=O)C(F)(F)F.CCOC(=O)C(F)(F)F.CCOC(=O)C(F)(F)F.CCOC(=O)C(F)(F)F.CCOC(=O)C(F)(F)F.CCOC(=O)C(F)(F)F.ClCCCl.ClCCCl.ClCCCl. The largest force on an atom is 1.83 eV/Å. The value obtained for the gap between HOMO and LUMO is 0.397 hartree. As for the energy above the lowest of the compared OMol25 structures with the same formula, charge and spin: 0.0000 eV.

No. 3
DFT (ωB97M-V with the def2-TZVPD basis set) results for a structure of composition C30H42N2O2P2Zn at a distorted geometry.

```
79
C30H42N2O2P2Zn ωB97M-V with the def2-TZVPD basis set
Zn -1.688 -1.338 0.024
P -2.473 -2.919 -1.218
P -3.608 -0.207 -0.234
O 1.348 0.021 1.196
O 0.343 -4.258 0.050
N 0.451 -1.903 0.250
N 2.339 -3.104 0.058
C -3.849 0.980 -4.390
C 4.707 -3.359 4.303
C 4.535 -0.758 -2.480
C 3.516 -2.305 1.996
C -3.784 3.561 -4.444
C -4.780 1.043 -0.975
C 4.757 -0.335 0.280
C -1.619 2.149 -2.493
C -2.630 3.200 -2.208
C 5.735 0.171 -0.584
C -2.437 -2.410 -2.985
C 5.196 -3.727 3.045
C -4.285 -2.999 -0.957
C -1.420 1.639 -3.942
C -2.144 -4.696 -1.334
C -1.455 -1.580 2.037
C 3.563 -1.276 -1.609
C 3.693 -2.405 4.403
C 3.732 -1.136 -0.231
C 2.806 -1.906 0.686
C -3.559 3.773 -2.986
C 3.079 -1.890 3.248
C -3.828 0.583 1.424
C 5.625 -0.048 -1.960
C -4.599 2.246 -4.653
C -2.520 0.800 -4.505
C 4.623 -3.171 1.891
C 1.455 -1.123 0.760
C -4.857 -1.626 -0.544
C 0.948 -3.191 0.107
H -1.420 -2.019 -3.128
H -5.457 -1.684 0.382
H -1.176 -4.882 -0.823
H -2.966 -5.278 -0.871
H -4.458 -3.741 -0.160
H -0.551 0.949 -3.916
H -4.770 -3.389 -1.869
H -2.055 -4.999 -2.392
H -5.482 2.317 -3.987
H -4.975 2.231 -5.698
H -5.524 -1.275 -1.352
H 5.047 -3.412 0.913
H -1.177 2.494 -4.595
H 4.796 -0.140 1.351
H -0.942 -0.688 2.464
H -2.575 -3.295 -3.620
H -5.188 0.760 -1.953
H -1.842 1.282 -1.844
H 2.701 -1.824 -1.993
H -0.811 -2.465 2.162
H -3.365 1.581 1.377
H -2.825 3.542 -4.984
H 2.833 -3.982 0.074
H -3.337 0.065 2.247
H -4.281 2.009 -1.112
H 3.357 -2.059 5.377
H -2.171 -0.081 -5.068
H 6.018 -4.439 2.949
H -2.579 3.534 -1.159
H -2.397 -1.811 2.542
H 2.275 -1.155 3.313
H 6.578 0.724 -0.168
H -3.149 -1.611 -3.252
H -4.422 4.382 -4.826
H -4.892 0.688 1.647
H -0.644 2.507 -2.103
H 5.139 -3.806 5.201
H 4.426 -0.931 -3.554
H 6.392 0.335 -2.638
H -5.631 1.181 -0.278
H -4.481 0.083 -4.286
H -4.204 4.555 -2.548
```

As for the multiplicity: 1. The largest force on an atom is 4.39 eV/Å. The value obtained for the gap between HOMO and LUMO is 0.287 hartree. As for the energy above the lowest of the compared OMol25 structures with the same formula, charge and spin: 0.0000 eV.